Density functional theory data (wB97M-V/def2-TZVPD) for the molecule C17H14N2O3S.

Values from the calculation:
* max |F|: 3.00 eV/Å
* ΔE to the lowest compared entry with this formula, charge and spin: 267.9 kJ/mol
* calculated total energy: -37813.1714 eV

Cartesian coordinates (Å):
H1 3.890 -2.061 2.686
H2 -0.969 0.156 -2.152
C1 -1.909 -0.319 -1.833
N1 -0.443 2.929 1.590
C2 -2.005 1.250 0.104
C3 3.650 2.502 1.770
C4 1.477 1.567 1.270
C5 3.523 0.232 0.994
C6 4.276 1.306 1.477
C7 3.812 -2.465 1.655
H3 1.576 -0.457 0.327
H4 4.446 -3.364 1.526
C8 -3.526 -2.080 -2.189
H5 -5.009 -2.321 -0.710
H6 -0.076 4.826 2.464
C9 -2.390 -1.396 -2.612
C10 -4.163 -1.721 -1.001
C11 2.145 0.388 0.821
C12 2.256 2.634 1.724
H7 2.759 -2.752 1.459
H8 5.351 1.237 1.622
C13 -2.721 -3.128 -3.968
H9 -2.723 1.531 0.875
O1 -0.724 0.816 0.667
H10 4.229 3.350 2.083
O2 -1.839 -2.026 -3.707
C14 0.103 1.789 1.175
N2 1.683 3.795 2.108
S1 4.393 -1.214 0.449
H11 -2.216 -4.080 -3.925
H12 -3.120 -2.998 -4.989
H13 -1.816 2.126 -0.583
H14 -4.187 -0.339 0.693
C15 0.350 3.913 2.053
C16 -3.708 -0.597 -0.253
O3 -3.811 -3.118 -3.008
C17 -2.563 0.087 -0.662


Density functional theory data (wB97M-V/def2-TZVPD) for a structure of composition C24H30N2O5S.

Values from the calculation:
* max |F|: 18.81 eV/Å
* ΔE to the lowest compared entry with this formula, charge and spin: 2211.7 kJ/mol
* calculated total energy: -49406.6029 eV

Cartesian coordinates (Å):
C1 -0.734 -0.617 4.811
C2 -0.606 2.360 -3.323
H1 6.128 -1.602 -2.579
C3 0.347 -1.533 0.749
C4 4.280 0.496 -0.779
N1 1.500 1.902 -1.014
C5 -2.582 -1.395 3.340
C6 -1.340 1.639 -4.424
C7 -1.886 -0.311 5.416
N2 1.177 -0.570 1.519
O1 -2.216 -0.206 1.604
H2 -1.958 0.563 -0.904
H3 -0.550 -1.608 5.050
H4 -3.322 0.239 3.726
H5 -1.399 0.400 1.294
H6 -0.851 2.384 -5.168
C8 1.670 0.656 0.849
H7 -2.165 -2.455 3.727
C9 -0.625 -0.267 3.338
O2 0.040 3.984 -0.643
C10 -0.567 -1.942 1.692
H8 0.329 3.044 -3.308
C11 -2.476 0.276 -3.049
H9 -3.319 -0.400 -2.862
H10 -0.620 0.980 3.345
H11 -1.498 0.384 -6.721
H12 -2.805 1.602 -6.713
O3 2.252 1.459 1.564
C12 -2.178 0.765 -4.214
H13 -0.075 -1.268 -0.155
C13 -2.508 0.698 -6.536
S1 0.065 2.445 -0.734
C14 1.499 0.679 -0.600
C15 -1.536 -0.914 2.571
H14 -0.009 0.006 5.578
H15 -0.308 -2.874 2.661
C16 2.870 0.099 -1.229
H16 1.525 0.264 3.277
H17 1.375 -1.429 3.389
H18 -1.481 -2.755 1.251
H19 -3.174 0.120 -7.176
H20 -2.250 -0.967 6.260
C17 -3.152 -0.782 4.261
O4 -2.734 0.149 -5.128
C18 5.212 -1.210 -2.317
H21 3.718 -2.362 -3.394
H22 4.302 1.413 -0.076
H23 2.009 -1.430 -2.414
H24 -2.115 0.596 5.800
O5 -0.715 1.806 0.560
H25 -3.978 -0.883 4.624
C19 5.433 0.051 -1.392
C20 0.925 -0.604 2.892
C21 4.039 -1.471 -2.658
C22 2.913 -1.115 -2.039
C23 -1.872 0.766 -1.905
H26 2.183 2.720 -0.495
C24 -0.997 2.042 -2.082
H27 0.800 0.199 -1.123
H28 0.963 -2.299 0.467
H29 -3.373 -1.901 2.571
H30 6.421 -0.014 -1.033


Density functional theory data (wB97M-V/def2-TZVPD) for the ion C7H22N3Si with charge +1.

Values from the calculation:
* max |F|: 6.11 eV/Å
* ΔE to the lowest compared entry with this formula, charge and spin: 63.5 kJ/mol
* calculated total energy: -19957.1357 eV
* total charge: +1

Cartesian coordinates (Å):
C1 -0.188 -0.503 -0.442
H1 -0.149 -0.531 -1.555
H2 -1.834 0.017 1.907
H3 0.330 2.461 1.113
H4 2.275 -0.359 -1.996
C2 2.212 0.832 1.669
H5 2.431 1.479 -2.132
C3 2.469 0.620 -1.456
H6 1.709 1.557 2.351
H7 -1.025 -2.641 -0.092
N1 -1.773 1.439 -0.973
H8 -3.143 -1.370 0.595
C4 -2.945 -0.615 -0.238
H9 -0.658 2.153 -0.197
H10 3.515 0.547 -1.048
H11 0.934 -3.763 -0.141
H12 -3.016 -1.179 -1.251
C5 -0.210 -1.937 0.134
H13 3.306 1.145 1.600
H14 -3.913 0.033 -0.203
H15 -2.789 1.899 -0.936
H16 2.348 -0.090 2.286
H17 0.842 2.925 -0.433
C6 0.985 -2.722 -0.476
H18 1.957 -2.212 -0.121
H19 -0.108 -2.168 1.265
C7 -1.788 0.290 -0.018
Si1 1.267 0.609 0.028
N2 0.336 2.317 0.070
H20 -1.995 1.688 1.431
H21 -1.782 1.102 -1.860
H22 0.841 -2.833 -1.623
N3 -1.522 0.815 1.341


Density functional theory data (wB97M-V/def2-TZVPD) for a structure of composition C19H21AuN8Sb.

Values from the calculation:
* max |F|: 3.02 eV/Å
* calculated total energy: -42184.3091 eV
* total charge: +1

Cartesian coordinates (Å):
C1 -2.798 2.691 2.158
H1 3.797 -0.775 -2.974
H2 3.113 0.181 -1.532
C2 -1.612 3.420 2.029
H3 -1.770 -2.689 -2.595
Au1 0.720 0.412 -0.022
C3 1.563 -2.029 -3.474
C4 -2.829 1.310 1.787
H4 -3.738 0.652 1.858
C5 3.246 -0.788 -1.994
N1 -2.783 2.253 -2.232
N2 -1.852 2.332 -3.259
H5 -3.703 3.189 2.449
C6 0.985 -3.245 3.947
H6 -0.082 1.438 -5.625
N3 0.490 -1.375 2.460
C7 2.524 -1.255 3.744
N4 -0.072 3.004 -4.156
C8 1.897 -1.337 -2.267
H7 2.226 -2.044 -4.348
N5 -0.885 3.282 -3.196
N6 -0.553 1.411 1.199
C9 0.246 -2.500 -3.623
H8 2.501 -1.096 4.828
H9 -0.009 -3.059 -4.538
C10 -0.435 2.709 1.566
C11 -0.071 -3.989 3.480
C12 1.282 -1.985 3.374
H10 1.662 -3.557 4.700
C13 -0.305 -1.748 -1.447
C14 -1.676 0.716 1.306
Sb1 -1.669 -1.230 0.358
H11 -2.892 3.165 -1.810
H12 3.778 -1.365 -1.241
H13 1.737 2.896 1.809
H14 2.408 -0.347 3.188
H15 3.403 -1.801 3.415
C15 0.861 3.430 1.342
H16 -1.534 4.514 2.233
H17 -3.679 1.889 -2.556
C16 -0.876 -3.367 2.524
C17 -0.682 -2.427 -2.575
N7 0.917 -1.182 -1.330
H18 1.039 3.427 0.251
H19 0.796 4.434 1.757
C18 -0.563 -2.048 2.075
H20 -0.159 -5.030 3.841
N8 -1.659 1.446 -4.222
C19 -0.526 1.901 -4.792
H21 -1.778 -3.836 2.129


Density functional theory data (wB97M-V/def2-TZVPD) for the molecule C3H4OS2.

Values from the calculation:
* max |F|: 3.27 eV/Å
* ΔE to the lowest compared entry with this formula, charge and spin: 154.5 kJ/mol
* calculated total energy: -26892.2872 eV

Cartesian coordinates (Å):
H1 1.592 -2.680 1.029
C1 0.689 -0.910 -0.496
C2 -0.842 2.108 -0.023
S1 1.906 -2.117 -0.169
S2 -1.718 0.544 -0.234
H2 1.107 -0.053 -1.114
C3 -0.497 -0.752 0.070
O1 0.267 2.224 0.298
H3 -1.531 2.987 -0.118
H4 -0.972 -1.352 0.758


Density functional theory data (wB97M-V/def2-TZVPD) for a cluster of 2 separate species, C4H11BrIN4 in total.

Values from the calculation:
* max |F|: 4.79 eV/Å
* ΔE to the lowest compared entry with this formula, charge and spin: 83.8 kJ/mol
* calculated total energy: -88420.6860 eV
* total charge: +1

Cartesian coordinates (Å):
H1 -4.561 2.511 -0.885
I1 -3.072 2.394 -0.804
H2 0.426 -0.824 -2.064
C1 1.470 0.297 0.210
H3 0.173 1.655 -0.701
C2 -0.219 -0.143 -1.563
H4 1.812 -1.498 1.904
H5 -0.366 0.585 1.387
H6 -2.137 -2.177 -1.934
H7 3.289 1.368 0.453
H8 -0.950 0.278 -2.098
H9 0.563 -1.441 3.100
N1 0.886 -1.066 2.086
Br1 -2.316 -2.690 0.664
H10 1.861 2.110 0.702
N2 -0.852 -0.963 -0.629
H11 2.114 -0.569 -0.204
C3 0.534 -0.076 1.375
N3 2.338 1.214 0.839
C4 -1.747 -1.816 -0.910
N4 0.753 0.852 -0.927


Density functional theory data (wB97M-V/def2-TZVPD) for a structure of composition C2H13N2OPb.

Values from the calculation:
* max |F|: 3.26 eV/Å
* ΔE to the lowest compared entry with this formula, charge and spin: 418.5 kJ/mol
* calculated total energy: -12549.4431 eV
* total charge: +1

Cartesian coordinates (Å):
N1 0.647 -1.023 -1.456
H1 -1.720 -0.485 2.938
H2 -2.775 1.106 -0.752
H3 3.151 0.226 0.127
H4 1.640 -0.909 -1.648
C1 -2.113 0.298 -0.903
H5 2.658 1.064 1.456
H6 -1.929 0.257 -1.947
H7 0.209 -1.467 -2.264
O1 -0.266 -0.474 1.349
Pb1 -0.383 1.333 -0.337
H8 1.924 -0.366 1.104
H9 0.535 -1.638 -0.649
C2 -0.641 -0.376 2.700
H10 -0.338 0.609 3.100
N2 2.342 0.478 0.691
H11 -2.284 -0.607 -0.361
H12 -0.578 3.127 -0.764
H13 -0.107 -1.152 3.277


Density functional theory data (wB97M-V/def2-TZVPD) for a cluster of 6 separate species, C41H67N7O7P2 in total.

Values from the calculation:
* max |F|: 0.92 eV/Å
* calculated total energy: -86942.6954 eV

Cartesian coordinates (Å):
H1 3.413 -4.079 1.870
H2 5.134 -3.064 -5.489
H3 -3.897 9.200 -5.793
C1 -0.324 -3.942 0.327
C2 -1.569 2.792 -1.758
H4 -3.861 -2.245 2.106
H5 2.648 -0.094 -1.243
O1 -1.995 -2.880 -3.237
O2 -2.528 0.240 4.527
C3 0.421 -4.574 6.601
C4 1.889 -5.043 -0.398
H6 -2.914 4.428 -2.034
H7 -3.823 10.532 -1.672
H8 -4.839 5.591 -0.655
C5 -3.336 8.639 -2.640
H9 0.407 -0.649 -5.103
N1 -1.095 -6.176 6.421
H10 -7.560 2.413 -0.716
H11 -0.716 6.859 -2.299
C6 -1.832 4.282 -2.032
C7 -0.268 -1.404 0.013
O3 2.985 -4.180 -0.160
H12 0.828 0.463 -2.807
N2 -3.374 8.256 -3.952
H13 3.100 -1.619 -2.003
C8 -0.196 6.199 -1.600
H14 7.047 -0.965 0.367
H15 -3.303 -0.163 -2.284
C9 6.982 -0.681 -4.274
H16 -7.220 4.729 -1.607
C10 -4.040 10.364 -3.897
C11 6.366 -2.001 2.230
H17 -2.403 -0.188 6.529
H18 1.365 -4.064 6.693
H19 0.299 -5.949 0.720
H20 -2.856 -4.975 6.342
C12 -2.794 -2.077 1.935
H21 -1.268 -1.212 3.181
H22 0.959 -6.736 6.552
H23 7.056 -1.107 -2.138
C13 0.374 -0.526 -2.938
H24 3.836 -5.631 1.058
H25 -1.511 -7.085 6.350
C14 5.691 -2.420 -4.830
H26 0.275 6.826 -0.840
H27 5.308 -1.799 2.269
C15 -6.511 4.227 -0.970
H28 -0.581 2.547 -2.158
H29 -1.852 -2.796 3.766
C16 7.078 -2.733 3.142
H30 1.180 -4.741 1.637
O4 -1.130 1.241 5.934
C17 -4.782 3.569 0.311
H31 -4.388 11.336 -4.206
H32 -1.254 -4.310 0.785
H33 -2.281 1.595 -3.422
H34 -2.332 0.025 1.510
C18 -2.147 -1.849 3.312
H35 -3.022 7.952 -1.872
C19 -1.773 -1.077 -0.261
N3 -6.744 2.959 -0.512
C20 -2.908 0.606 -1.613
H36 -3.548 2.418 -2.502
H37 0.404 0.988 -0.827
H38 -1.095 -2.926 6.559
C21 -2.648 -0.878 0.985
N4 8.383 -2.754 2.732
C22 2.505 -1.170 -1.200
P1 0.307 0.054 1.149
O5 -1.732 0.152 -0.962
C23 -3.745 9.944 -2.571
H39 7.563 0.210 -4.445
C24 7.277 -1.564 1.232
H40 -3.698 0.834 -0.890
C25 -1.983 0.446 5.729
N5 6.359 -1.326 -5.307
H41 1.981 -0.907 -4.373
C26 5.889 -2.478 -3.476
H42 0.738 -2.187 -4.308
O6 1.746 -0.559 1.656
O7 0.714 1.187 0.065
C27 3.779 -4.543 0.948
C28 -5.696 2.550 0.269
C29 -1.169 5.197 -0.980
H43 1.824 -0.298 2.582
H44 0.604 5.691 -2.142
C30 0.246 -5.930 6.532
H45 -1.928 5.758 -0.428
C31 0.917 -1.113 -4.255
H46 -0.112 -2.486 1.777
C32 -3.057 -1.075 4.273
C33 -5.303 4.635 -0.473
H47 -3.128 7.345 -4.293
H48 9.131 -3.222 3.210
C34 -0.869 -3.980 6.531
P2 0.798 -1.703 -1.572
H49 -5.691 1.575 0.726
C35 0.774 -4.966 0.646
H50 -4.054 -0.930 3.858
N6 -2.448 -2.145 -1.029
C36 6.709 -1.369 -3.123
H51 -3.644 -0.664 0.590
C37 -2.163 -2.537 -2.139
H52 6.769 -3.237 4.042
N7 0.007 -2.602 0.782
H53 6.386 -1.039 -6.267
H54 5.488 -3.227 -2.813
C38 8.514 -2.045 1.569
H55 -2.423 -2.992 1.483
H56 2.855 -1.603 -0.273
H57 -0.701 -0.410 -3.021
C39 -1.783 -4.993 6.420
H58 1.493 -4.726 -1.364
C40 -3.801 9.300 -4.725
H59 -0.490 -3.944 -0.747
H60 -1.403 4.547 -3.002
H61 -3.846 3.554 0.847
H62 4.786 -4.166 0.761
H63 -1.532 2.631 -0.680
H64 9.469 -1.943 1.084
C41 -2.606 1.870 -2.416
H65 2.258 -6.073 -0.483
H66 -0.621 4.599 -0.249
H67 -3.173 -1.604 5.223


Density functional theory data (wB97M-V/def2-TZVPD) for a structure of composition C2H4S2.

Values from the calculation:
* max |F|: 4.48 eV/Å
* ΔE to the lowest compared entry with this formula, charge and spin: 137.5 kJ/mol
* calculated total energy: -23807.4527 eV

Cartesian coordinates (Å):
H1 1.148 -1.070 -0.169
C1 0.889 -0.043 -0.466
C2 -0.426 0.201 0.382
H2 -0.187 0.699 1.625
H3 0.644 -0.067 -1.520
S1 -1.582 -1.114 0.597
S2 -1.951 0.616 -0.476
H4 1.465 0.779 0.027


Density functional theory data (wB97M-V/def2-TZVPD) for the molecule C11H21N5O3.

Values from the calculation:
* max |F|: 3.25 eV/Å
* ΔE to the lowest compared entry with this formula, charge and spin: 156.0 kJ/mol
* calculated total energy: -25340.8534 eV

Cartesian coordinates (Å):
N1 3.834 1.531 -1.294
C1 -0.515 -1.826 -0.380
H1 -4.360 -0.515 1.619
H2 3.347 -1.870 0.487
C2 -2.814 1.825 1.056
N2 -1.137 0.625 -0.028
H3 2.922 1.974 -1.453
H4 -2.071 -2.193 -1.763
O1 0.434 0.028 -1.494
N3 5.066 0.806 0.555
C3 0.900 -2.270 -0.036
H5 2.298 -0.125 -0.856
H6 3.259 -0.726 2.031
C4 1.385 -1.499 1.183
N4 2.794 0.063 0.011
H7 -1.117 -2.002 0.549
H8 -2.073 -0.328 1.578
C5 2.787 -1.013 1.027
H9 -0.333 2.600 -0.020
C6 -2.608 2.543 -0.321
O2 -4.559 -0.632 0.699
H10 -2.744 3.645 -0.279
H11 0.707 -0.647 1.497
H12 -2.191 2.273 1.852
C7 -1.123 2.047 -0.638
C8 3.960 0.832 -0.151
C9 -2.318 0.396 0.756
H13 -0.586 -2.344 -2.342
N5 -1.112 -2.539 -1.491
H14 -3.870 1.813 1.326
H15 -0.833 1.983 -1.681
O3 -3.428 -0.490 -1.221
C10 -0.411 -0.307 -0.649
C11 -3.465 -0.289 -0.064
H16 1.382 -2.132 2.095
H17 1.501 -2.135 -0.893
H18 0.803 -3.383 0.075
H19 4.660 2.049 -1.665
H20 4.937 0.140 1.359
H21 -3.310 2.092 -1.033


Density functional theory data (wB97M-V/def2-TZVPD) for the molecule C4H10N2O.

Values from the calculation:
* max |F|: 5.53 eV/Å
* ΔE to the lowest compared entry with this formula, charge and spin: 335.5 kJ/mol
* calculated total energy: -9335.5098 eV

Cartesian coordinates (Å):
H1 -1.599 -0.670 1.472
H2 2.700 -0.609 0.181
H3 0.301 0.098 -1.378
H4 1.600 1.185 -1.132
H5 0.175 1.825 1.056
C1 0.842 0.587 -0.579
H6 1.647 -2.178 -1.088
H7 0.278 -2.290 -0.281
N1 1.196 -2.016 -0.098
N2 -0.102 1.479 0.164
C2 1.591 -0.621 0.198
O1 -2.466 -0.713 -0.584
C3 -1.556 1.252 0.197
H8 -2.086 1.540 -0.758
C4 -1.931 -0.179 0.430
H9 -1.930 1.834 1.031
H10 1.340 -0.523 1.169


Density functional theory data (wB97M-V/def2-TZVPD) for a structure of composition C15H18N2O2.

Values from the calculation:
* max |F|: 15.02 eV/Å
* ΔE to the lowest compared entry with this formula, charge and spin: 868.5 kJ/mol
* calculated total energy: -22915.3103 eV

Cartesian coordinates (Å):
H1 -1.430 -0.643 -3.608
C1 -1.598 -1.235 -0.335
C2 -0.404 -0.632 0.120
C3 0.839 1.267 2.274
H2 2.404 1.656 3.318
H3 1.731 -0.218 -0.786
C4 3.043 2.660 1.785
H4 4.678 2.114 2.890
C5 -3.914 -2.599 -1.065
H5 -4.396 -2.884 1.019
C6 -3.240 -1.953 -1.988
H6 4.858 3.948 1.890
C7 -2.529 -1.760 0.566
H7 -3.199 -2.153 -3.352
O1 0.995 -0.121 -3.183
O2 0.319 0.564 2.948
H8 4.162 0.938 0.841
H9 4.253 2.575 -0.158
H10 -2.260 -1.825 1.608
N1 -1.092 -0.949 -2.758
H11 1.336 1.566 0.092
C8 4.377 2.884 2.148
C9 4.168 2.064 0.864
H12 0.801 -1.900 -0.811
C10 0.165 -0.620 -2.395
C11 -1.959 -1.450 -1.680
H13 0.286 2.723 0.841
C12 -0.747 0.993 0.221
H14 2.377 3.646 1.629
C13 0.880 -0.865 -1.088
H15 0.020 -1.007 0.997
H16 -1.564 1.100 0.942
H17 -0.990 1.313 -0.854
C14 -3.564 -2.594 0.360
C15 0.589 1.656 0.813
N2 2.020 1.898 2.399
H18 -4.854 -3.046 -1.437